Entry from the OMol25 dataset: a structure of composition C18H18CeFIN2 in a non-equilibrium geometry (ωB97M-V/def2-TZVPD).

Output
Charge: +2
Kohn-Sham gap (spin up / spin down): 5.35 / 5.34 eV
Energy relative to the best compared isomer or geometry (same formula, charge and spin): 86.5 kcal per mole
Max |F|: 0.088 Eh/bohr

Last column: Mulliken charge in e.
CARTESIAN COORDINATES (ANGSTROEM)
C 0.88927 0.09752 4.23233  -1.232
C -2.61611 -1.19531 1.25066  -1.450
H 1.79850 -0.45848 3.85985  0.481
H 0.09554 -0.60307 4.60840  0.408
H 1.08275 0.73483 5.11129  0.508
H -2.61824 -2.25404 1.59873  0.531
H -3.09220 -0.55188 2.05061  0.463
H -3.14792 -1.08634 0.31375  0.435
C 2.80987 0.58772 1.15194  0.114
C 3.97708 0.93227 0.46751  -1.008
C 4.23624 0.34062 -0.76844  -0.532
C 3.30618 -0.56559 -1.25716  -0.627
H 2.55272 1.05420 2.09709  0.334
H 4.65148 1.66564 0.89261  0.419
H 5.11635 0.54599 -1.37011  0.479
H 3.44434 -1.03400 -2.23551  0.224
N 1.89406 -0.29643 0.71443  0.103
C 2.13453 -0.85393 -0.51499  0.682
C 1.08008 -1.68004 -1.13319  0.576
N -0.10272 -1.84181 -0.43746  0.239
C -1.09113 -2.45659 -1.12359  -0.064
C 0.27423 -2.88022 -3.09100  -0.691
C -0.94644 -2.97165 -2.41209  -0.864
H -2.07161 -2.55766 -0.65894  0.354
H -1.82027 -3.44823 -2.81729  0.453
C 1.29882 -2.20366 -2.44159  -0.660
H 2.27825 -2.07908 -2.92972  0.327
H 0.44095 -3.31851 -4.07103  0.472
Ce -0.60716 -0.59037 2.06950  1.254
I 0.16707 2.16216 3.06176  0.324
F -3.09041 4.35037 -1.97393  -0.285
C -2.68598 3.28156 -1.20354  0.239
C -3.09498 3.21904 0.12397  -0.688
C -2.62594 2.13641 0.91071  -0.239
C -1.74592 1.22578 0.36214  0.305
C -1.35195 1.28870 -0.95203  -0.317
C -1.86565 2.31994 -1.77404  -0.637
H -3.72864 3.99623 0.54517  0.456
H -2.97939 2.04343 1.94233  0.419
H -0.66110 0.56125 -1.37720  0.245
H -1.58452 2.38324 -2.82194  0.449


Entry from the OMol25 dataset: an isolated molecule of C18H18Cl3N3O2S in a non-equilibrium geometry (ωB97M-V/def2-TZVPD).

Output
Kohn-Sham gap: 8.49 eV
Energy relative to the best compared isomer or geometry (same formula, charge and spin): 0.0 kcal per mole
SMILES: Cc1cccc(NC(=S)N[C@H](NC(=O)OCc2ccccc2)C(Cl)(Cl)Cl)c1
Max |F|: 0.088 Eh/bohr

Last column: Mulliken charge in e.
CARTESIAN COORDINATES (ANGSTROEM)
O 1.45985 3.16724 0.11857  -0.588
S -2.22740 2.28706 3.09600  -0.441
Cl 2.78589 2.31704 3.21208  -0.116
Cl 0.72209 1.08474 4.89838  -0.103
Cl 2.35461 -0.46207 3.03758  -0.160
O 2.16730 1.49750 -1.29756  -0.376
C 1.72117 2.02608 -0.14591  0.596
C -1.85884 0.73885 2.51648  0.190
C 2.08164 1.68424 -6.34601  -0.201
C -4.02841 -3.18122 1.06583  -0.453
C 3.35169 1.30514 -5.84913  -0.538
C 1.06434 2.15803 -5.52073  -0.388
C -3.92808 -1.86507 1.34998  -0.703
C -3.08943 -4.10372 1.56574  -0.720
C -2.02800 -2.37200 2.92914  -0.530
C 3.55774 1.52554 -4.46815  -0.385
C 1.30789 2.45345 -4.18526  -0.476
C -2.93856 -1.46900 2.22758  0.362
C -2.14714 -3.74010 2.54983  0.784
C 2.48071 2.06513 -3.58786  0.494
N -2.96100 -0.08451 2.46036  -0.111
N 1.09369 1.16255 0.73364  0.005
N -0.70774 0.47608 1.87955  -0.076
C -1.38632 -4.84695 3.24904  -1.127
C 2.71354 2.49060 -2.21119  -0.549
C 1.45351 1.13201 3.22511  0.478
C 0.43066 1.42399 2.05543  -1.015
H 1.90840 1.72427 -7.46453  0.283
H -4.76392 -3.54926 0.38096  0.384
H 4.16723 1.01245 -6.55272  0.321
H 0.02005 2.41756 -5.91865  0.268
H -4.55945 -1.16858 0.78046  0.382
H -3.20836 -5.16684 1.26209  0.262
H -1.24416 -1.89185 3.51198  0.568
H 4.49674 1.57045 -3.96405  0.322
H 0.50840 2.76054 -3.52054  0.329
H -3.86742 0.35695 2.61354  0.311
H 1.05598 0.24095 0.35384  0.216
H -0.56215 -0.48030 1.71493  0.397
H -0.28821 -4.67496 3.00934  0.246
H -1.57638 -4.77939 4.36695  0.299
H -1.68750 -5.86629 2.89303  0.330
H 3.81457 2.72906 -1.98942  0.361
H 2.12519 3.38643 -2.13937  0.363
H 0.21558 2.50817 2.10364  0.503


Entry from the OMol25 dataset: a structure of composition C18H18Cl5GeI2NO4Y (ωB97M-V/def2-TZVPD).

Output
Kohn-Sham gap (spin up / spin down): 6.86 / 4.48 eV
Energy relative to the best compared isomer or geometry (same formula, charge and spin): 9.4 kcal per mole
⟨S²⟩: 0.790
Spin multiplicity: 2
Max |F|: 0.012 Eh/bohr

Last column: Mulliken charge in e.
CARTESIAN COORDINATES (ANGSTROEM)
Y -0.01639 -0.90214 -0.09491  0.384
I 3.28581 -0.14844 0.37583  0.122
C 3.25099 1.94643 0.08988  -0.853
I 1.34662 2.81765 0.29716  0.095
H 3.57806 2.11900 -0.92666  0.390
H 3.90605 2.37984 0.83372  0.474
Cl -7.42553 1.40602 0.12046  -0.165
C -5.72979 1.22282 0.13264  0.385
C -4.91311 2.34412 0.04332  -0.701
C -3.54478 2.19387 0.05139  0.467
Cl -2.52571 3.54147 -0.06122  -0.124
C -2.92307 0.87350 0.13803  -0.121
O -1.69897 0.75146 0.12256  -0.037
C -3.83655 -0.26101 0.25197  0.852
C -3.31996 -1.64370 0.42403  -0.429
O -2.15523 -1.94879 0.48502  -0.054
C -5.18417 -0.08341 0.24322  -0.884
H -5.35262 3.32862 -0.03168  0.475
H -4.09921 -2.41513 0.51947  0.322
H -5.86100 -0.92489 0.32603  0.440
C 0.79137 -0.79269 5.45598  -1.569
C -0.05871 0.27478 4.75111  1.917
C -1.51452 0.15660 5.22298  -1.571
C 0.47580 1.66946 5.10581  -1.589
C 0.00832 0.07919 3.29656  -0.213
C 0.05262 -0.06419 2.08619  -0.441
H 0.74590 -0.65354 6.53858  0.380
H 1.83212 -0.72283 5.13774  0.362
H 0.43280 -1.79333 5.21230  0.358
H -1.57190 0.30876 6.30324  0.385
H -1.91847 -0.82886 4.98666  0.347
H -2.13659 0.90939 4.73502  0.353
H 0.42356 1.83377 6.18470  0.395
H -0.10973 2.44333 4.60681  0.339
H 1.51314 1.77590 4.78617  0.353
Cl 0.53390 -3.17989 1.38216  -0.348
Ge -0.21108 -4.32516 -0.55686  0.485
Cl 1.23093 -2.78435 -1.70160  -0.385
Cl 1.18302 -6.05848 -0.47465  -0.400
O 2.28768 1.43767 -2.81675  -0.589
C 1.25162 0.86659 -3.05508  0.059
C 0.62876 0.72956 -4.44531  -0.508
C -0.70009 0.02143 -4.19631  -0.495
C -0.63547 -0.26499 -2.72035  0.590
O -1.48209 -0.92601 -2.06997  -0.604
N 0.44284 0.23929 -2.11164  0.250
H 1.31473 0.14748 -5.06000  0.271
H 0.54058 1.71710 -4.89485  0.300
H -0.84176 -0.91079 -4.74117  0.305
H -1.57157 0.64843 -4.39134  0.230


Entry from the OMol25 dataset: a structure of composition C18H18Cl5InN2O2PS2Se in a non-equilibrium geometry (ωB97M-V/def2-TZVPD).

Output
Kohn-Sham gap (spin up / spin down): 4.44 / 8.68 eV
Energy relative to the best compared isomer or geometry (same formula, charge and spin): 0.0 kcal per mole
⟨S²⟩: 0.763
Spin multiplicity: 2
Max |F|: 0.050 Eh/bohr

Last column: Mulliken charge in e.
CARTESIAN COORDINATES (ANGSTROEM)
In -0.66493 0.24962 -0.26921  0.005
C -6.32907 3.27866 -1.35055  -1.054
C -5.59574 2.07079 -1.88698  -0.244
O -4.53814 1.72314 -0.91613  -0.303
P -3.03837 1.94775 -1.24982  0.978
S -1.80025 2.44069 0.15299  -0.420
S -2.29476 0.36516 -2.23835  -0.405
O -3.06785 3.26545 -2.11903  -0.283
C -1.80570 3.82958 -2.64681  -0.235
C -2.05544 4.15194 -4.09848  -1.173
H -7.07225 3.60721 -2.08429  0.348
H -5.60170 4.07038 -1.17827  0.289
H -6.84059 3.00562 -0.43050  0.312
H -5.16995 2.26249 -2.87965  0.277
H -6.24266 1.18737 -1.97145  0.344
H -0.99430 3.10928 -2.49998  0.275
H -1.61395 4.73712 -2.06547  0.263
H -2.32840 3.24845 -4.67575  0.251
H -1.15635 4.60003 -4.51231  0.410
H -2.84634 4.89767 -4.16135  0.296
C 2.29399 -2.77936 -0.55924  -1.111
N 3.06278 -1.67527 -0.02101  0.436
C 2.93447 -0.35280 -0.38907  -0.520
Se 1.73825 0.39895 -1.70758  -0.171
N 3.81911 0.36500 0.33213  0.129
C 4.44614 -0.47300 1.27932  0.290
C 5.42212 -0.25800 2.24920  -0.867
C 5.91476 -1.35976 2.96568  -0.567
C 5.44008 -2.66241 2.67427  -0.620
C 4.46244 -2.90946 1.70168  -0.691
C 3.98500 -1.78125 1.02366  0.889
H 1.60162 -2.37692 -1.31435  0.285
H 1.73956 -3.30100 0.21595  0.332
H 2.96250 -3.48688 -1.04446  0.398
H 3.90733 1.39539 0.26854  0.320
H 5.78307 0.73687 2.47043  0.390
H 6.69998 -1.27140 3.72372  0.387
H 5.82649 -3.49651 3.24769  0.377
H 4.12717 -3.90591 1.49071  0.462
Cl -2.23722 -2.79969 -0.56987  -0.177
C -1.27962 -2.57167 0.86481  0.126
C -0.52212 -1.42373 1.08721  0.144
C 0.30980 -1.26012 2.19783  0.015
Cl 1.21065 0.22665 2.48669  -0.111
C 0.42386 -2.32290 3.10781  0.135
Cl 1.46028 -2.14727 4.48302  -0.180
C -0.42633 -3.43932 2.98521  0.067
Cl -0.42989 -4.64302 4.20631  -0.184
C -1.28908 -3.56117 1.87332  0.269
Cl -2.33047 -4.91243 1.75176  -0.184


Entry from the OMol25 dataset: an isolated molecule of C18H18ClNO5S (ωB97M-V/def2-TZVPD).

Output
Kohn-Sham gap: 7.93 eV
Energy relative to the best compared isomer or geometry (same formula, charge and spin): 13.9 kcal per mole
SMILES: COc1ccc(NC(=O)COC(=O)c2cc(SC)ccc2Cl)c(OC)c1
Max |F|: 0.015 Eh/bohr

Last column: Mulliken charge in e.
CARTESIAN COORDINATES (ANGSTROEM)
C 7.18261 1.74088 -1.37008  -0.855
H 7.69605 1.02247 -0.72320  0.339
O 5.96576 2.16644 -0.80600  -0.449
C 4.99749 1.23328 -0.58017  0.481
C 5.11177 -0.12173 -0.84844  -0.643
C 4.05131 -0.97191 -0.57319  -0.770
C 2.87408 -0.48783 -0.03400  -0.276
C 2.75404 0.89004 0.23837  0.864
C 3.81178 1.73305 -0.03357  -0.385
H 3.76260 2.79168 0.15883  0.450
O 1.55445 1.28704 0.76602  -0.237
C 1.38449 2.64406 1.09419  -0.911
H 1.45632 3.28207 0.20818  0.359
H 0.38289 2.71930 1.51509  0.173
H 2.11724 2.96926 1.83881  0.389
N 1.76373 -1.28856 0.26138  0.081
C 1.60754 -2.61358 0.07773  0.758
O 2.44282 -3.38759 -0.33502  -0.683
C 0.21174 -3.12552 0.47256  -0.713
H 0.30149 -3.71466 1.38860  0.338
H -0.14978 -3.76492 -0.33985  0.390
O -0.72636 -2.09580 0.74075  -0.377
C -1.48228 -1.67624 -0.28416  0.624
O -1.42252 -2.14586 -1.39134  -0.601
C -2.43320 -0.59312 0.08941  -0.159
C -2.33016 0.23930 1.20831  0.569
C -3.29189 1.21437 1.42995  -1.025
C -4.35961 1.37466 0.56769  -0.204
C -4.47380 0.55748 -0.55217  0.821
C -3.50354 -0.41123 -0.77915  -0.958
H -3.56964 -1.04989 -1.64711  0.494
S -5.77732 0.65451 -1.72931  -0.047
C -6.83097 1.99606 -1.10376  -0.928
H -7.65042 2.07378 -1.81144  0.373
H -7.21743 1.73978 -0.12189  0.304
H -6.27504 2.92858 -1.08267  0.298
H -5.08862 2.13936 0.77993  0.347
H -3.20199 1.85429 2.29404  0.437
Cl -1.03050 0.13124 2.33394  -0.165
H 0.99075 -0.76900 0.66158  -0.039
H 4.13602 -2.02529 -0.78042  0.548
H 6.01198 -0.53697 -1.26991  0.390
H 7.03286 1.29674 -2.35925  0.344
H 7.79212 2.63808 -1.46661  0.252


The following energy values (in hartree) correspond, in order, to the records above: -1678.152071 -2790.165094 -6064.224748 -6987.045761 -1986.064130.